C27H66BN3O8S | ωB97M-V/def2-TZVPD

Cartesian coordinates (Å):
C (2.595, -2.377, 1.309)
O (3.189, -1.091, 1.305)
C (2.820, -0.299, 0.196)
C (1.332, 0.022, 0.140)
C (0.834, 0.806, 1.385)
B (-0.710, 0.981, 1.187)
C (-1.182, 1.914, -0.012)
N (-2.300, 2.860, 0.194)
C (-1.685, 0.113, 2.092)
C (-3.078, 0.639, 2.430)
S (-4.202, -0.633, 3.116)
C (-4.688, -1.418, 1.644)
N (-5.513, -2.400, 1.529)
N (-5.579, -2.689, 0.166)
C (-4.797, -1.865, -0.417)
O (-4.184, -1.020, 0.441)
H (3.311, -3.091, 1.720)
H (1.699, -2.392, 1.945)
H (2.302, -2.691, 0.299)
H (3.137, -0.782, -0.739)
H (3.375, 0.640, 0.302)
H (0.743, -0.896, 0.025)
H (1.133, 0.610, -0.766)
H (1.345, 1.771, 1.453)
H (1.057, 0.197, 2.269)
H (-1.435, 1.260, -0.859)
H (-0.314, 2.494, -0.353)
H (-2.370, 3.162, 1.156)
H (-3.188, 2.462, -0.077)
H (-1.166, -0.133, 3.026)
H (-1.800, -0.844, 1.560)
H (-3.589, 1.063, 1.570)
H (-3.046, 1.389, 3.223)
H (-4.576, -1.776, -1.470)
C (-8.863, -3.290, -2.688)
C (-8.177, -4.645, -2.596)
C (-8.981, -5.627, -1.757)
O (-6.856, -4.509, -2.088)
H (-8.960, -2.851, -1.691)
H (-8.276, -2.606, -3.302)
H (-9.861, -3.378, -3.121)
H (-8.048, -5.052, -3.602)
H (-9.082, -5.251, -0.735)
H (-8.476, -6.592, -1.713)
H (-9.981, -5.773, -2.168)
H (-6.900, -4.132, -1.198)
C (1.771, -4.204, -3.596)
C (0.852, -3.608, -2.543)
C (-0.591, -3.547, -3.017)
O (1.306, -2.311, -2.153)
H (1.753, -3.590, -4.501)
H (2.797, -4.242, -3.230)
H (1.459, -5.214, -3.866)
H (0.908, -4.206, -1.631)
H (-0.667, -2.904, -3.899)
H (-1.231, -3.126, -2.240)
H (-0.966, -4.537, -3.278)
H (1.287, -1.744, -2.933)
C (-2.778, -2.415, -7.826)
C (-2.131, -2.125, -6.482)
C (-2.946, -1.139, -5.660)
O (-0.793, -1.655, -6.647)
H (-2.853, -1.496, -8.415)
H (-2.180, -3.129, -8.392)
H (-3.782, -2.822, -7.701)
H (-2.027, -3.057, -5.924)
H (-3.026, -0.184, -6.186)
H (-2.466, -0.955, -4.699)
H (-3.955, -1.514, -5.481)
H (-0.828, -0.827, -7.140)
C (3.168, 5.077, 4.191)
C (2.520, 5.033, 2.817)
C (1.658, 6.257, 2.562)
O (1.761, 3.833, 2.653)
H (2.399, 5.097, 4.968)
H (3.788, 4.195, 4.350)
H (3.787, 5.968, 4.304)
H (3.297, 4.971, 2.053)
H (0.842, 6.312, 3.289)
H (1.211, 6.215, 1.568)
H (2.247, 7.173, 2.644)
H (1.060, 3.839, 3.315)
C (6.183, -4.902, 4.993)
C (5.240, -3.797, 4.542)
C (4.497, -3.171, 5.710)
O (4.322, -4.284, 3.564)
H (5.619, -5.703, 5.480)
H (6.709, -5.329, 4.140)
H (6.919, -4.525, 5.704)
H (5.809, -3.025, 4.020)
H (3.886, -3.925, 6.216)
H (3.836, -2.379, 5.359)
H (5.190, -2.751, 6.440)
H (3.787, -4.973, 3.973)
C (6.664, 8.722, 1.141)
C (5.202, 8.500, 1.494)
C (4.269, 9.174, 0.501)
O (4.925, 8.942, 2.822)
H (6.897, 9.791, 1.159)
H (7.311, 8.224, 1.863)
H (6.893, 8.341, 0.146)
H (4.996, 7.427, 1.512)
H (4.430, 10.256, 0.497)
H (3.230, 8.993, 0.775)
H (4.433, 8.803, -0.512)
H (5.093, 9.890, 2.860)

Computed properties:
structure (SMILES) = COCCCB(CN)CCSc1nnco1.CC(C)O.CC(C)O.CC(C)O.CC(C)O.CC(C)O.CC(C)O
LUMO = 0.008 Eh
energy relative to the best compared isomer or geometry (same formula, charge and spin) = 0.000 eV
HOMO level = -8.82 eV
total charge = 0
HOMO-LUMO gap = 0.33261 Ha